32
Properties=species:S:1:pos:R:3 method="wB97M-V/def2-TZVPD" lumo_ev="-0.37 / -3.89" largest_force_ev_per_a=3.0 relative_energy_kcal_mol=11.9 multiplicity=2
Hg 2.119 2.332 4.326
C -3.653 -0.434 -2.211
C -2.190 -0.835 -2.018
C -1.229 0.314 -1.453
N 0.167 -0.230 -0.936
C 0.923 -0.926 -2.117
C 0.926 0.873 -0.239
C 1.757 0.280 0.873
C 1.165 -1.103 1.145
C -0.100 -1.248 0.252
H -4.301 -1.291 -2.395
H -3.869 0.196 -3.074
H -3.979 0.227 -1.408
H -1.759 -1.421 -2.830
H -2.475 -1.520 -1.219
H -1.734 0.908 -0.691
H -1.019 1.090 -2.189
H 0.498 -1.929 -2.175
H 1.978 -0.961 -1.844
H 0.772 -0.369 -3.041
H 1.452 1.361 -1.059
H 0.239 1.652 0.091
H 2.785 0.253 0.512
H 1.953 0.874 1.765
H 1.783 -1.965 0.895
H 0.737 -1.217 2.141
H -0.151 -2.285 -0.080
H -1.048 -1.137 0.780
Br 4.580 1.234 3.864
Br 0.606 0.127 5.116
Br 0.713 3.546 2.468
Br 2.354 3.603 6.751